# 1
# C4H6I2S

2 unconnected molecules or ions with the total composition C4H6I2S in a non-equilibrium geometry (the ωB97M-V functional and the def2-TZVPD basis, OMol25).

Atoms and positions in Å:
C -0.609 -1.114 -1.302
C -1.055 -2.322 -1.378
C -0.321 1.231 -0.291
C -0.685 -0.197 -0.147
S -1.428 -0.722 1.326
I -1.050 -3.488 -3.086
I -4.597 2.521 1.052
H -0.100 -0.689 -2.232
H -1.383 -2.823 -0.526
H -0.012 1.253 -1.370
H -1.149 2.019 -0.213
H 0.501 1.604 0.291
H -1.258 0.550 1.797

Calculated values
**Energy**: -1149.460673 Eh
**Molecular weight**: 340.0 g/mol
**Relative energy (zero: lowest compared OMol25 entry of this formula, charge and spin)**: 1.782 eV



# 2
# C3H4F2

C3H4F2 in the gas phase in a non-equilibrium geometry (the ωB97M-V functional and the def2-TZVPD basis, OMol25).

Atoms and positions in Å:
C 0.490 -0.008 -0.812
C 0.479 -0.027 0.752
C -0.804 -0.055 -0.066
F -1.624 1.041 -0.014
F -1.662 -1.098 0.001
H 0.893 0.935 -1.310
H 0.862 -0.891 -1.078
H 0.814 -0.851 1.328
H 0.551 0.953 1.200

Calculated values
**Energy**: -316.384600 Eh
**Molecular weight**: 78.1 g/mol
**Relative energy (zero: lowest compared OMol25 entry of this formula, charge and spin)**: 0.851 eV
**SMILES**: FC1(F)CC1



# 3
# C25H53N25O14S

12 unconnected molecules or ions with the total composition C25H53N25O14S in a non-equilibrium geometry (the ωB97M-V functional and the def2-TZVPD basis, OMol25).

Atoms and positions in Å:
O 7.246 -5.492 -0.888
N 7.608 -4.921 -1.876
O 6.506 -4.463 -2.568
C 5.831 -3.423 -1.837
C 4.473 -3.752 -1.158
C 3.872 -5.229 -1.339
C 2.639 -5.185 -2.402
O 2.628 -5.859 -3.471
C 1.410 -4.235 -1.935
C 0.589 -4.795 -0.705
C -0.577 -3.920 -0.164
C -0.854 -2.551 -0.861
C -0.047 -2.011 -2.084
C 1.127 -2.881 -2.636
C 3.762 -2.592 -0.352
C 4.287 -1.153 -0.194
C 5.668 -0.798 -0.893
N 6.372 0.456 -0.912
S 7.812 0.173 -1.801
N 7.662 -1.484 -2.277
C 6.402 -1.964 -1.702
H 4.649 -6.025 -1.589
H 3.365 -5.501 -0.329
H 0.880 -5.816 -0.249
H -1.151 -4.300 0.746
H -1.706 -1.914 -0.416
H -0.284 -0.968 -2.551
H 1.763 -2.524 -3.532
H 2.758 -2.832 0.158
H 3.713 -0.331 0.380
C -1.898 0.184 -5.001
O -1.631 0.009 -3.816
N -1.069 0.838 -5.851
N -3.042 -0.257 -5.568
H -1.280 0.986 -6.821
H -0.203 1.186 -5.475
H -3.691 -0.749 -4.976
H -3.268 -0.116 -6.536
C -2.454 -2.427 2.544
O -2.146 -3.586 2.294
N -1.575 -1.400 2.448
N -3.696 -2.065 2.938
H -1.816 -0.446 2.650
H -0.635 -1.620 2.157
H -4.384 -2.795 3.025
H -3.957 -1.117 3.146
C -2.171 3.894 -2.086
O -1.920 4.967 -1.555
N -1.211 3.084 -2.596
N -3.432 3.413 -2.214
H -1.409 2.200 -3.034
H -0.257 3.397 -2.526
H -4.185 3.981 -1.849
H -3.645 2.533 -2.648
C -5.501 5.758 0.376
O -5.308 5.020 -0.581
N -6.279 5.405 1.430
N -4.958 6.990 0.473
H -6.442 6.004 2.219
H -6.706 4.495 1.404
H -4.371 7.297 -0.286
H -5.113 7.601 1.257
C 2.115 -5.238 2.977
O 2.416 -4.189 2.426
N 2.778 -6.398 2.756
N 1.089 -5.336 3.858
H 2.539 -7.264 3.203
H 3.550 -6.375 2.109
H 0.565 -4.498 4.053
H 0.834 -6.192 4.315
C -4.176 2.893 -6.331
O -4.088 1.897 -7.036
N -3.559 4.062 -6.632
N -4.897 2.920 -5.185
H -3.626 4.884 -6.059
H -3.011 4.091 -7.475
H -5.374 2.074 -4.920
H -4.975 3.733 -4.600
C -5.308 9.384 3.946
O -5.114 8.648 2.990
N -6.087 9.033 4.998
N -4.762 10.619 4.042
H -6.252 9.631 5.787
H -6.515 8.122 4.971
H -4.175 10.925 3.283
H -4.915 11.232 4.822
C 4.347 -9.356 1.620
O 4.722 -8.331 2.170
N 4.556 -9.602 0.304
N 3.687 -10.342 2.277
H 4.253 -10.441 -0.156
H 5.043 -8.897 -0.225
H 3.509 -10.205 3.258
H 3.376 -11.188 1.834
C -6.254 0.614 3.712
O -5.720 -0.403 4.132
N -7.222 0.596 2.764
N -5.927 1.851 4.157
H -7.666 1.425 2.413
H -7.499 -0.302 2.403
H -5.211 1.914 4.862
H -6.359 2.691 3.818
C 6.440 5.045 -0.429
O 6.051 6.194 -0.294
N 5.604 3.978 -0.402
N 7.745 4.728 -0.620
H 5.916 3.029 -0.513
H 4.625 4.163 -0.263
H 8.405 5.488 -0.648
H 8.074 3.786 -0.732
C 3.009 1.054 3.082
O 1.953 1.025 2.469
N 3.520 -0.028 3.716
N 3.770 2.173 3.184
H 4.387 -0.013 4.222
H 2.991 -0.884 3.669
H 3.432 3.004 2.728
H 4.639 2.205 3.685

Calculated values
**Energy**: -3804.922541 Eh
**Molecular weight**: 959.9 g/mol
**SMILES**: O=NOc1c(CC(=O)c2ccccc2)ccc2nsnc12.NC(N)=O.NC(N)=O.NC(N)=O.NC(N)=O.NC(N)=O.NC(N)=O.NC(N)=O.NC(N)=O.NC(N)=O.NC(N)=O.NC(N)=O



# 4
# C8H13NOS

A molecular structure, C8H13NOS in a non-equilibrium geometry (the ωB97M-V functional and the def2-TZVPD basis, OMol25).

Atoms and positions in Å:
C 0.337 2.063 0.356
C -0.049 -0.288 -0.091
C -0.917 2.433 0.573
C 0.726 0.768 -0.185
C 3.182 0.615 0.273
C -2.931 -1.717 -0.554
C 2.101 0.678 -0.805
C -2.484 -1.176 0.818
N -1.680 0.013 0.795
O -2.306 1.374 -1.353
S -2.346 1.406 0.112
H 1.151 2.747 0.564
H 0.017 -1.310 -0.389
H -1.176 3.401 0.969
H 3.169 1.507 0.895
H 4.164 0.531 -0.185
H 3.022 -0.249 0.914
H -4.014 -1.718 -0.635
H -2.540 -1.087 -1.348
H -2.577 -2.733 -0.710
H 2.165 -0.210 -1.435
H 2.258 1.556 -1.436
H -3.363 -0.909 1.416
H -1.934 -1.941 1.372

Calculated values
**Energy**: -840.685857 Eh
**Molecular weight**: 171.3 g/mol
**Relative energy (zero: lowest compared OMol25 entry of this formula, charge and spin)**: 2.906 eV